Record 1
{"formula": "C2H5IN4", "method": "the ωB97M-V functional and the def2-TZVPD basis", "lumo_ha": [-0.0046, -0.0046], "homo_energy_ev": [-8.06, -8.06], "elements": ["C", "C", "N", "N", "N", "N", "I", "H", "H", "H", "H", "H"], "coordinates": [[2.1519, 1.5598, 0.7003], [-0.8296, -1.5816, -0.3954], [1.3435, 1.2284, -0.2252], [0.1722, 0.9078, -0.2867], [-0.9349, 1.0571, -0.6340], [-1.7947, -0.6053, -0.7969], [-3.4144, -0.4404, 0.4193], [3.1718, 1.7394, 0.4233], [1.8454, 1.6910, 1.7307], [-0.4260, -1.4385, 0.6183], [-1.2785, -2.5748, -0.4396], [-0.0067, -1.5430, -1.1139]]}


Record 2
{"formula": "C5H8O2", "method": "the ωB97M-V functional and the def2-TZVPD basis", "lumo_ha": 0.0331, "homo_energy_ev": -8.89, "elements": ["C", "C", "O", "C", "C", "O", "C", "H", "H", "H", "H", "H", "H", "H", "H"], "coordinates": [[1.5531, 0.9116, -0.4794], [0.2508, 0.2980, -0.1353], [0.5674, -0.5826, 1.9262], [-0.9625, 0.7889, 0.2161], [-1.6537, -0.4267, -0.3577], [-1.1922, -0.5700, -1.7228], [-0.3509, -1.0025, -0.6574], [1.4964, 1.0790, -1.5635], [1.6840, 1.8811, 0.0052], [2.4278, 0.2847, -0.2820], [0.2702, -1.4953, 1.8382], [-0.2187, -0.0349, 1.7429], [-1.2919, 1.8167, 0.2590], [-2.5877, -0.9188, -0.1195], [0.0078, -2.0293, -0.6703]]}


no.,E_tot (eV),strongest force on any atom (Eh/bohr)
1,-16210.083,0.06263
2,-9405.428,0.02766